# 1
Entry from OMol25: C7H18MgO6S3 as an isolated structure in a non-equilibrium geometry (ωB97M-V/def2-TZVPD).

Calculated values
M: 318.72 g/mol
HOMO-LUMO gap: 6.74 eV
energy above the lowest of the compared OMol25 structures with the same formula, charge and spin: 7.1 kcal/mol
LUMO level: 0.19 eV
HOMO energy: -6.5478 eV

Last column: natural (NBO) charge in e.
Positions of all 35 atoms, in Å:
Mg -13.610 -21.892 52.247  1.82
C -14.864 -23.601 52.169  0.89
O -14.448 -23.305 50.930  -0.95
O -13.827 -23.832 52.988  -0.94
O -15.513 -22.549 52.618  -0.91
C -11.740 -21.542 49.029  -0.84
S -10.813 -21.927 50.508  1.29
O -11.807 -21.914 51.622  -1.08
C -10.583 -23.676 50.225  -0.85
H -11.153 -21.801 48.146  0.23
H -11.896 -20.466 48.956  0.23
H -12.707 -22.046 49.076  0.27
H -10.327 -23.897 49.193  0.23
H -11.507 -24.161 50.562  0.29
H -9.845 -24.094 50.913  0.24
C -11.028 -22.309 54.639  -0.82
S -12.353 -21.163 55.045  1.27
O -13.086 -20.950 53.754  -1.08
C -13.394 -22.335 55.924  -0.85
H -10.338 -21.735 54.022  0.24
H -11.385 -23.219 54.166  0.27
H -10.494 -22.443 55.585  0.22
H -13.846 -22.954 55.134  0.31
H -14.163 -21.782 56.454  0.24
H -12.798 -23.022 56.522  0.23
C -15.321 -20.403 49.277  -0.83
S -14.941 -19.300 50.662  1.28
O -13.816 -19.945 51.416  -1.06
C -14.193 -17.971 49.687  -0.81
H -14.502 -20.361 48.563  0.21
H -16.229 -20.011 48.817  0.23
H -15.473 -21.401 49.693  0.31
H -13.394 -18.382 49.076  0.22
H -13.871 -17.227 50.411  0.24
H -14.993 -17.558 49.074  0.23

# 2
Entry from OMol25: C7H18MnO7 as an isolated structure in a non-equilibrium geometry (ωB97M-V/def2-TZVPD).

Calculated values
M: 269.15 g/mol
HOMO-LUMO gap (alpha / beta): 8.51 / 9.31 eV
energy above the lowest of the compared OMol25 structures with the same formula, charge and spin: 29.2 kcal/mol
LUMO level (alpha / beta): 0.34 / 0.33 eV
HOMO energy (alpha / beta): -8.1631 / -8.9784 eV
2S+1: 6

Last column: natural (NBO) charge in e.
Positions of all 33 atoms, in Å:
Mn -0.137 -0.011 0.044  1.55
C 3.719 0.307 -1.393  -0.72
C 2.381 -0.067 -0.828  0.76
O 1.593 -0.628 -1.638  -0.78
O 1.977 0.324 0.268  -0.78
H 4.165 -0.508 -1.963  0.22
H 4.409 0.459 -0.563  0.21
H 3.620 1.208 -1.998  0.23
C -2.353 1.066 3.318  -0.72
C -1.658 0.917 1.989  0.76
O -0.467 1.051 1.873  -0.77
O -2.302 0.433 1.032  -0.80
H -1.901 1.853 3.920  0.23
H -2.149 0.222 3.977  0.23
H -3.424 1.123 3.125  0.23
C 0.147 2.929 -0.886  -0.25
O -0.395 1.712 -1.483  -0.77
H -0.242 3.113 0.116  0.22
H 1.235 2.922 -0.954  0.19
H -0.210 3.729 -1.535  0.17
H -0.317 1.794 -2.436  0.50
C -2.478 -1.220 -1.968  -0.25
O -1.124 -1.357 -1.408  -0.76
H -3.058 -2.094 -1.670  0.18
H -3.012 -0.302 -1.724  0.22
H -2.409 -1.163 -3.054  0.17
H -0.829 -2.264 -1.517  0.49
C 1.183 -2.643 1.124  -0.26
O 0.029 -1.838 1.035  -0.76
H 2.034 -2.179 1.624  0.20
H 0.878 -3.475 1.758  0.16
H 1.666 -3.057 0.239  0.20
H -0.572 -2.355 1.576  0.50

# 3
Entry from OMol25: a 2-piece molecular cluster, C7H18N overall in a non-equilibrium geometry (ωB97M-V/def2-TZVPD).

Calculated values
M: 116.23 g/mol
HOMO-LUMO gap: 9.51 eV
energy above the lowest of the compared OMol25 structures with the same formula, charge and spin: 26.7 kcal/mol
LUMO level: -5.15 eV
charge: +1
HOMO energy: -14.6655 eV

Last column: natural (NBO) charge in e.
Positions of all 26 atoms, in Å:
C -1.306 2.752 -0.385  -0.63
C -0.749 1.960 0.835  -0.26
C -2.332 0.353 1.828  0.13
N -1.426 0.683 0.948  -0.39
H -1.470 2.136 -1.279  0.23
H -2.232 3.292 -0.119  0.23
H -0.564 3.516 -0.710  0.25
H 0.329 1.798 0.574  0.25
H -0.911 2.546 1.762  0.24
H -2.690 -0.670 1.799  0.24
H -2.719 1.104 2.467  0.23
H -1.081 -0.058 0.334  0.47
C 2.152 -0.281 -0.847  -0.61
C 1.116 -1.209 -0.249  -0.22
C -0.118 -1.350 -1.136  -0.63
C 1.704 -2.603 0.094  -0.61
H 3.037 -0.294 -0.241  0.23
H 2.461 -0.619 -1.865  0.23
H 1.776 0.786 -0.830  0.19
H 0.738 -0.827 0.724  0.16
H -0.911 -1.894 -0.605  0.20
H 0.118 -1.914 -2.097  0.25
H -0.506 -0.315 -1.385  0.18
H 2.551 -2.528 0.772  0.22
H 0.950 -3.318 0.481  0.22
H 2.083 -3.045 -0.870  0.21

# 4
Entry from OMol25: a 2-piece molecular cluster, C7H18N2 overall in a non-equilibrium geometry (ωB97M-V/def2-TZVPD).

Calculated values
M: 130.24 g/mol
HOMO-LUMO gap: 8.20 eV
energy above the lowest of the compared OMol25 structures with the same formula, charge and spin: 71.9 kcal/mol
LUMO level: 0.81 eV
HOMO energy: -7.3926 eV

Last column: natural (NBO) charge in e.
Positions of all 27 atoms, in Å:
C 0.461 1.241 0.727  -0.19
C 1.089 2.342 -0.108  -0.61
C -0.389 1.762 1.873  -0.61
C 1.311 0.095 1.025  -0.62
H -0.416 0.644 -0.077  0.21
H 1.802 2.922 0.485  0.20
H 0.337 3.040 -0.483  0.20
H 1.640 1.931 -0.956  0.20
H -1.181 2.422 1.511  0.21
H 1.559 -0.060 2.075  0.22
H -0.860 0.939 2.413  0.21
H 0.215 2.332 2.585  0.20
H 2.193 -0.024 0.398  0.21
H 0.644 -0.870 0.626  0.23
C 0.343 -2.408 -1.314  -0.63
C -0.530 -1.574 -0.406  0.04
N -1.191 -2.365 0.571  -0.86
N -1.024 0.001 -2.234  -0.81
C -1.156 -0.407 -0.864  -0.11
H -2.196 -2.368 0.694  0.37
H -0.893 -2.310 1.539  0.36
H -0.097 -0.177 -2.598  0.36
H -1.212 0.990 -2.346  0.37
H -2.166 -0.232 -0.501  0.21
H 1.105 -1.795 -1.799  0.19
H 0.857 -3.178 -0.737  0.23
H -0.244 -2.894 -2.100  0.22